Model i:
Entry from OMol25: a 2-piece molecular cluster, C2H3FO3 overall (ωB97M-V/def2-TZVPD).

The geometry in XYZ format:
```
9
Properties=species:S:1:pos:R:3:lowdin_charge:R:1
O -3.586 2.602 1.478 0.23
C -3.581 1.499 1.216 -0.49
O -3.496 0.429 0.916 0.24
O 0.902 -0.834 -0.322 0.04
C -0.350 -0.520 -0.683 -0.29
F -0.998 0.236 0.300 -0.03
H 1.186 -0.060 0.073 0.06
H -0.925 -1.427 -0.814 0.13
H -0.181 0.116 -1.492 0.11
```

Output
Frontier orbital gap: 11.91 eV
HOMO energy: -11.242 eV
Spin multiplicity: 1
SMILES: O=C=O.OCF
M: 94.04 g mol⁻¹



Model ii:
Entry from OMol25: a 2-piece molecular cluster, C2H3FO3 overall (ωB97M-V/def2-TZVPD).

The geometry in XYZ format:
```
9
Properties=species:S:1:pos:R:3:lowdin_charge:R:1
C 0.503 0.871 -0.007 -0.48
C -1.337 -0.091 -0.112 0.01
O 0.568 2.012 -0.349 0.14
O 2.739 -0.035 0.582 -0.01
O 1.107 -0.079 0.397 0.05
F -2.025 0.629 0.807 -0.04
H -1.087 -1.093 0.308 0.10
H -1.782 0.052 -1.087 0.10
H 2.644 -0.913 1.142 0.13
```

Output
Frontier orbital gap (alpha / beta): 7.97 / 8.50 eV
HOMO energy (alpha / beta): -9.436 / -9.508 eV
Spin multiplicity: 1
M: 94.04 g mol⁻¹



Computed stability ranking, most favorable first: model i, model ii



Model i:
Entry from OMol25: C3H2O4S in the gas phase (ωB97M-V/def2-TZVPD).

The geometry in XYZ format:
```
10
Properties=species:S:1:pos:R:3:lowdin_charge:R:1
O -0.136 -0.065 -2.591 0.03
C -0.031 0.759 -1.512 -0.28
O -0.173 2.123 -1.444 0.03
C -0.131 0.356 -0.037 -0.25
O -0.349 1.204 0.790 0.06
C 0.125 -1.171 0.498 -0.60
O 0.119 -2.182 -0.208 0.04
S 0.286 -1.049 2.323 0.81
H -0.031 2.477 -0.362 0.23
H 0.322 -2.452 2.541 -0.06
```

Output
Frontier orbital gap: 8.31 eV
HOMO energy: -10.358 eV
Spin multiplicity: 1
SMILES: O=C(O)C(=O)C(=O)S
M: 134.11 g mol⁻¹



Model ii:
Entry from OMol25: C3H2O4S in the gas phase (ωB97M-V/def2-TZVPD).

The geometry in XYZ format:
```
10
Properties=species:S:1:pos:R:3:lowdin_charge:R:1
O -1.461 -1.707 0.191 0.19
C -0.569 -0.713 -0.030 -0.25
O 0.724 -1.145 -0.138 0.03
C 1.568 0.035 -0.188 -0.85
S 3.121 -0.119 0.148 0.79
O 0.850 1.130 -0.277 0.11
C -0.382 0.671 0.027 -0.28
O -1.394 1.661 0.067 0.04
H -1.477 -2.114 -0.583 0.05
H -0.980 2.301 0.784 0.17
```

Output
Frontier orbital gap: 8.86 eV
HOMO energy: -8.643 eV
Spin multiplicity: 1
SMILES: Oc1oc(=S)oc1O
M: 134.11 g mol⁻¹



Computed stability ranking, most favorable first: model i, model ii



Model i:
Entry from OMol25: C5H4O3 as an isolated structure (ωB97M-V/def2-TZVPD).

The geometry in XYZ format:
```
12
Properties=species:S:1:pos:R:3:lowdin_charge:R:1
C -0.647 -0.752 1.844 0.17
C -0.109 -0.519 0.525 -0.13
C 0.632 0.732 0.285 -0.37
C 0.628 0.952 -1.380 0.00
C -0.547 -1.056 -0.815 -0.51
H -0.403 0.462 2.433 0.19
H -1.176 -1.728 2.158 0.10
H 1.687 0.877 -1.829 0.15
H 0.012 1.939 -1.384 0.15
O 1.217 1.328 1.127 0.10
O -0.112 -0.254 -1.793 0.00
O -1.182 -1.981 -1.171 0.15
```

Output
Frontier orbital gap: 8.92 eV
HOMO energy: -10.055 eV
Spin multiplicity: 1
M: 112.08 g mol⁻¹



Model ii:
Entry from OMol25: C5H4O3 in the gas phase (ωB97M-V/def2-TZVPD).

The geometry in XYZ format:
```
12
Properties=species:S:1:pos:R:3:lowdin_charge:R:1
C -1.801 -1.548 -0.034 0.14
C -0.811 -0.690 0.078 -0.24
O 0.497 -1.098 0.118 0.09
C 1.404 -0.078 -0.042 -0.41
O 2.606 -0.260 -0.164 0.12
C 0.665 1.252 0.136 0.01
C -0.781 0.859 0.050 -0.29
O -1.807 1.506 -0.129 0.11
H -2.797 -1.087 -0.144 0.10
H -1.684 -2.575 -0.063 0.06
H 1.098 1.711 1.101 0.18
H 0.957 1.995 -0.621 0.14
```

Output
Frontier orbital gap: 9.85 eV
HOMO energy: -10.218 eV
Spin multiplicity: 1
SMILES: C=C1OC(=O)CC1=O
M: 112.08 g mol⁻¹



Model iii:
Entry from OMol25: C5H4O3 in the gas phase (ωB97M-V/def2-TZVPD).

The geometry in XYZ format:
```
12
Properties=species:S:1:pos:R:3:lowdin_charge:R:1
C -0.414 2.140 -0.346 0.00
C 0.479 1.438 0.284 -0.17
C 0.335 -0.062 0.368 -0.18
C 1.022 -1.211 0.547 -0.09
O 0.330 -2.261 0.219 0.13
C -0.833 -1.844 -0.333 -0.40
O -1.598 -2.547 -1.016 0.13
O -1.020 -0.467 0.031 0.03
H -1.199 1.178 -0.834 0.17
H -0.484 3.257 -0.804 0.12
H 1.329 1.673 0.875 0.09
H 2.052 -1.295 1.007 0.17
```

Output
Frontier orbital gap: 9.81 eV
HOMO energy: -9.155 eV
Spin multiplicity: 1
SMILES: C=Cc1coc(=O)o1
M: 112.08 g mol⁻¹



Computed stability ranking, most favorable first: model ii, model i, model iii



Model i:
Entry from OMol25: C4H8N4O in the gas phase (ωB97M-V/def2-TZVPD).

The geometry in XYZ format:
```
17
Properties=species:S:1:pos:R:3:lowdin_charge:R:1
C 0.346 0.586 2.221 -0.13
N 0.330 -0.105 0.962 0.03
C 1.162 0.163 0.044 -0.50
N 2.135 1.122 0.004 0.16
N 1.171 -0.689 -1.081 0.11
N 0.169 -0.910 -1.735 0.12
C -1.063 -0.298 -1.730 -0.54
C -2.137 -1.184 -1.150 -0.01
O -1.261 0.755 -2.299 0.09
H -0.230 -0.017 2.941 0.07
H 1.369 0.754 2.614 0.07
H -0.144 1.570 2.104 0.09
H 2.826 1.014 -0.727 0.10
H 2.506 1.446 0.882 0.09
H -1.766 -1.646 -0.229 0.07
H -2.383 -1.973 -1.869 0.09
H -3.029 -0.586 -0.948 0.09
```

Output
Frontier orbital gap: 9.18 eV
HOMO energy: -9.150 eV
Spin multiplicity: 1
SMILES: C/N=C(N)/N=N\C(C)=O
M: 128.13 g mol⁻¹



Model ii:
Entry from OMol25: C4H8N4O as an isolated structure (ωB97M-V/def2-TZVPD).

The geometry in XYZ format:
```
17
Properties=species:S:1:pos:R:3:lowdin_charge:R:1
C 2.615 -0.312 -0.857 -0.03
C -1.698 0.667 -0.209 -0.51
C -0.812 -0.323 0.533 -0.37
C 1.194 -0.270 -0.409 -0.43
N -2.960 0.244 -0.358 0.18
N 0.825 0.573 0.759 0.12
N 0.223 -1.015 -0.655 0.19
N -1.366 -1.022 1.448 0.09
O -1.248 1.706 -0.672 0.03
H -3.229 -0.603 0.118 0.10
H -3.646 0.856 -0.770 0.12
H 0.457 1.517 0.623 0.11
H 1.488 0.641 1.526 0.12
H -0.756 -1.712 1.878 0.05
H 2.834 0.576 -1.455 0.08
H 3.313 -0.332 -0.019 0.08
H 2.767 -1.190 -1.481 0.08
```

Output
Frontier orbital gap: 9.38 eV
HOMO energy: -8.680 eV
Spin multiplicity: 1
M: 128.13 g mol⁻¹



Model iii:
Entry from OMol25: C4H8N4O in the gas phase (ωB97M-V/def2-TZVPD).

The geometry in XYZ format:
```
17
Properties=species:S:1:pos:R:3:lowdin_charge:R:1
C -2.253 0.909 -0.207 -0.03
C -1.355 -0.169 -0.774 -0.49
O -1.359 -0.481 -1.940 0.03
N -1.264 -1.309 0.440 0.14
C -0.202 -1.267 1.109 -0.15
C 0.885 -0.329 0.715 -0.36
N 2.146 -0.602 1.163 0.14
N 0.610 0.410 -0.326 -0.04
N 1.595 0.979 -1.088 0.05
H -2.602 1.547 -1.016 0.08
H -3.119 0.465 0.279 0.08
H -1.696 1.472 0.537 0.07
H -0.068 -1.771 2.073 0.11
H 2.926 -0.341 0.578 0.09
H 2.268 -1.437 1.713 0.09
H 1.192 1.581 -1.794 0.09
H 2.296 0.342 -1.461 0.09
```

Output
Frontier orbital gap: 9.05 eV
HOMO energy: -8.481 eV
Spin multiplicity: 1
SMILES: CC(=O)/N=C\C(N)=N\N
M: 128.13 g mol⁻¹



Computed stability ranking, most favorable first: model i, model ii, model iii



Model i:
Entry from OMol25: an isolated ion of composition C5H13NO and charge +1 (ωB97M-V/def2-TZVPD).

The geometry in XYZ format:
```
20
Properties=species:S:1:pos:R:3:lowdin_charge:R:1
C 0.041 0.887 0.542 -0.16
C -0.595 -0.471 1.070 -0.34
C -2.091 -0.576 0.589 -0.03
O -0.363 -0.461 2.546 -0.01
C 0.153 0.990 -0.946 -0.11
N 1.209 -0.032 -1.178 0.08
C 1.717 -0.244 -2.470 -0.01
H 0.942 0.962 1.179 0.14
H -0.586 1.704 0.823 0.12
H 0.135 -1.132 0.617 0.12
H -2.131 -0.770 -0.523 0.09
H -2.618 -1.410 1.232 0.12
H -2.659 0.302 0.803 0.07
H -1.012 -1.083 2.802 0.06
H -0.750 0.708 -1.587 0.17
H 0.552 1.885 -1.340 0.14
H 1.933 0.103 -0.470 0.17
H 1.088 -1.169 -2.842 0.19
H 2.777 -0.285 -2.473 0.10
H 1.416 0.581 -3.050 0.10
```

Output
⟨S²⟩: 0.754
Total charge: +1
Frontier orbital gap (alpha / beta): 11.09 / 6.27 eV
HOMO energy (alpha / beta): -14.262 / -14.221 eV
Spin multiplicity: 2
M: 103.16 g mol⁻¹



Model ii:
Entry from OMol25: an isolated ion of composition C5H13NO and charge +1 (ωB97M-V/def2-TZVPD).

The geometry in XYZ format:
```
20
Properties=species:S:1:pos:R:3:lowdin_charge:R:1
C 0.372 -1.049 -0.404 -0.13
C 0.185 0.470 -0.698 -0.35
C 0.725 0.980 -2.012 -0.06
C -1.325 1.090 -0.537 -0.03
N -0.099 -1.417 0.896 0.19
C 0.234 -0.486 2.018 -0.15
O 0.040 -1.236 3.275 -0.03
H 1.510 -1.315 -0.552 0.19
H -0.037 -1.623 -1.257 0.15
H 0.702 1.040 0.131 0.13
H 1.369 1.917 -1.958 0.13
H 1.341 0.326 -2.421 0.02
H -0.076 1.117 -2.755 0.10
H -1.939 0.657 -1.312 0.08
H -1.750 0.749 0.352 0.02
H -1.434 2.204 -0.570 0.12
H -1.074 -1.477 0.790 0.15
H 1.313 -0.137 1.857 0.17
H -0.398 0.369 2.119 0.14
H 0.340 -2.180 3.038 0.14
```

Output
⟨S²⟩: 0.755
Total charge: +1
Frontier orbital gap (alpha / beta): 12.48 / 6.51 eV
HOMO energy (alpha / beta): -15.573 / -15.516 eV
Spin multiplicity: 2
M: 103.16 g mol⁻¹



Computed stability ranking, most favorable first: model i, model ii



Model i:
Entry from OMol25: C2H8CsO2 as an isolated structure (ωB97M-V/def2-TZVPD).

The geometry in XYZ format:
```
13
Properties=species:S:1:pos:R:3:lowdin_charge:R:1
Cs -1.482 -0.978 1.482 1.14
C -2.103 -0.075 -2.213 -0.12
O -0.977 -0.510 -1.388 -0.28
H -3.050 -0.163 -1.681 0.08
H -1.961 0.922 -2.630 0.09
H -2.351 -0.683 -3.083 0.08
H -0.154 -0.463 -1.880 0.08
C 2.097 0.384 2.228 -0.15
O 1.435 -0.351 1.217 -0.26
H 2.337 1.391 1.886 0.09
H 1.516 0.567 3.132 0.08
H 3.017 -0.109 2.543 0.09
H 1.674 0.070 0.388 0.08
```

Output
Total charge: +1
Frontier orbital gap: 11.13 eV
HOMO energy: -14.458 eV
Spin multiplicity: 1
M: 196.99 g mol⁻¹



Model ii:
Entry from OMol25: C2H8CsO2 as an isolated structure (ωB97M-V/def2-TZVPD).

The geometry in XYZ format:
```
13
Properties=species:S:1:pos:R:3:lowdin_charge:R:1
Cs 2.772 18.003 -19.367 0.97
C 4.233 12.596 -22.479 -0.10
C 4.619 12.588 -21.007 -0.29
O 4.145 13.788 -20.326 -0.10
H 3.170 12.832 -22.534 0.07
H 4.412 11.667 -23.022 0.08
H 4.645 13.407 -23.080 0.07
H 5.702 12.466 -21.009 0.11
H 4.204 11.700 -20.530 0.11
H 4.801 14.453 -20.547 0.06
O 3.469 21.777 -18.044 -0.07
H 3.009 22.502 -17.620 0.04
H 4.198 22.192 -18.505 0.04
```

Output
Total charge: +1
Frontier orbital gap: 9.35 eV
HOMO energy: -13.170 eV
Spin multiplicity: 1
M: 196.99 g mol⁻¹



Computed stability ranking, most favorable first: model ii, model i



Model i:
Entry from OMol25: C11H14O2S in the gas phase (ωB97M-V/def2-TZVPD).

The geometry in XYZ format:
```
28
Properties=species:S:1:pos:R:3:lowdin_charge:R:1
C -3.845 -0.354 -0.113 -0.13
C -3.105 -1.627 -0.514 -0.33
C -1.603 -1.436 -0.730 -0.46
S -0.772 -1.086 0.869 0.95
C 0.887 -0.804 0.292 -0.45
C 1.903 -1.733 0.543 -0.08
C 3.211 -1.492 0.125 -0.08
C 3.512 -0.337 -0.570 -0.07
C 2.521 0.608 -0.843 0.01
C 1.226 0.365 -0.408 -0.27
O 0.230 1.277 -0.720 0.01
C -0.095 2.196 0.245 -0.51
C -1.325 2.956 -0.151 0.04
O 0.529 2.326 1.260 0.13
H -4.926 -0.550 0.004 0.07
H -3.447 0.076 0.826 0.06
H -3.718 0.421 -0.902 0.08
H -3.519 -2.007 -1.447 0.10
H -3.252 -2.396 0.257 0.10
H -1.399 -0.580 -1.380 0.07
H -1.144 -2.343 -1.171 0.09
H 1.622 -2.631 1.062 0.10
H 3.967 -2.218 0.319 0.10
H 4.534 -0.159 -0.928 0.11
H 2.728 1.507 -1.340 0.11
H -2.163 2.282 -0.136 0.07
H -1.211 3.307 -1.164 0.09
H -1.507 3.797 0.511 0.09
```

Output
Frontier orbital gap: 9.56 eV
HOMO energy: -8.688 eV
Spin multiplicity: 1
SMILES: CCCSc1ccccc1OC(C)=O
M: 210.30 g mol⁻¹



Model ii:
Entry from OMol25: C11H14O2S in the gas phase (ωB97M-V/def2-TZVPD).

The geometry in XYZ format:
```
28
Properties=species:S:1:pos:R:3:lowdin_charge:R:1
C 3.943 -0.348 -0.038 -0.03
C 2.571 -0.643 0.573 -0.27
C 1.781 0.427 1.306 -0.07
C 1.368 -0.020 -0.057 -0.46
C 1.324 0.861 -1.275 -0.07
S -0.119 -1.356 0.005 0.78
O 0.258 -2.145 1.165 -0.33
O -0.262 -2.018 -1.292 -0.33
C -1.643 -0.431 0.183 -0.29
C -2.730 -1.043 -0.451 -0.06
C -3.955 -0.406 -0.485 -0.09
C -4.066 0.834 0.038 -0.08
C -2.990 1.502 0.615 -0.02
C -1.720 0.837 0.658 -0.05
H 3.866 -1.046 -0.790 0.06
H 4.681 -0.451 0.678 0.06
H 4.118 0.584 -0.468 0.06
H 2.462 -1.677 0.885 0.13
H 1.064 0.095 2.076 0.11
H 2.241 1.405 1.300 0.12
H 1.487 2.012 -1.209 0.11
H 0.376 0.731 -1.933 0.11
H 2.296 0.499 -1.800 0.10
H -2.707 -2.127 -0.713 0.13
H -4.851 -0.920 -0.873 0.13
H -4.960 1.158 -0.319 0.08
H -2.963 2.466 0.965 0.07
H -0.872 1.220 1.257 0.12
```

Output
Frontier orbital gap: 10.33 eV
HOMO energy: -9.699 eV
Spin multiplicity: 1
SMILES: C[C@H]1C[C@]1(C)S(=O)(=O)c1ccccc1
M: 210.30 g mol⁻¹



Computed stability ranking, most favorable first: model i, model ii



Model i:
Entry from OMol25: C5H10NP in the gas phase (ωB97M-V/def2-TZVPD).

The geometry in XYZ format:
```
17
Properties=species:S:1:pos:R:3:lowdin_charge:R:1
C 0.744 1.488 -0.681 -0.13
C 0.082 0.237 -0.089 -0.83
C -1.300 0.237 -0.613 -0.14
C 0.172 0.176 1.454 -0.08
P 0.954 -1.216 -0.929 0.96
C 0.153 -2.594 -0.118 -0.51
N -0.662 -3.392 0.044 0.08
H 0.414 1.406 -1.773 0.09
H 0.160 2.348 -0.221 0.10
H 1.839 1.515 -0.462 0.09
H -1.567 0.868 -1.505 0.10
H -2.000 0.632 0.258 0.14
H -1.557 -0.730 -0.794 0.01
H -0.390 -0.694 1.793 0.08
H 1.101 -0.008 1.799 0.03
H -0.179 1.109 1.833 0.08
H 2.035 -1.381 0.004 -0.04
```

Output
Frontier orbital gap: 10.59 eV
HOMO energy: -9.885 eV
Spin multiplicity: 1
SMILES: CC(C)(C)PC#N
M: 115.12 g mol⁻¹



Model ii:
Entry from OMol25: C5H10NP in the gas phase (ωB97M-V/def2-TZVPD).

The geometry in XYZ format:
```
17
Properties=species:S:1:pos:R:3:lowdin_charge:R:1
C -0.982 -1.844 0.461 -0.02
C -0.741 -1.083 -0.549 -0.12
N -0.012 0.424 -0.260 -0.34
C -0.865 1.461 0.255 -0.35
C -2.120 1.544 -0.143 -0.04
P 1.288 0.292 0.865 0.81
C 2.556 -0.441 -0.247 -0.35
H -1.491 -2.885 0.221 0.12
H -0.923 -1.417 1.385 0.02
H -0.898 -1.169 -1.564 0.06
H -0.602 2.163 1.036 0.08
H -2.865 2.280 0.292 0.07
H -2.602 0.916 -0.930 0.06
H 1.943 1.646 0.657 -0.01
H 2.469 -1.495 -0.365 0.01
H 3.457 -0.217 0.171 -0.02
H 2.387 -0.176 -1.286 0.04
```

Output
Frontier orbital gap: 8.97 eV
HOMO energy: -7.919 eV
Spin multiplicity: 1
SMILES: C=CN(C=C)PC
M: 115.12 g mol⁻¹



Computed stability ranking, most favorable first: model i, model ii